Entry from the Open Molecules 2025 dataset: a single C17H22O5 molecule (the ωB97M-V functional and the def2-TZVPD basis).

Computed properties:
Total charge = 0
Strongest force on any atom = 0.01344 Eh/bohr
Total energy = -1037.2076 hartree
ΔE to the lowest compared entry with this formula, charge and spin = 0.1051 eV
Lowest unoccupied orbital energy = 0.781 eV
Structure (SMILES) = C=CCC(=O)OCCCCCCOc1ccc(C(=O)O)cc1

XYZ file:
```
44
Properties=species:S:1:pos:R:3:forces:R:3
C 2.284 1.962 1.903 0.036 0.114 0.055
C 1.997 0.722 2.250 0.038 -0.144 0.044
C 2.290 -0.471 1.396 -0.116 -0.031 -0.030
C 1.074 -1.340 1.133 0.345 0.042 -0.379
O 0.860 -1.890 0.085 -0.049 -0.096 0.012
O 0.294 -1.457 2.212 0.076 0.278 0.405
C -0.843 -2.316 2.091 -0.375 -0.427 -0.394
C -1.994 -1.676 1.316 0.112 0.125 0.283
C -2.925 -0.793 2.149 0.169 -0.005 0.027
C -2.252 0.328 2.940 -0.018 0.007 -0.227
C -1.502 1.364 2.102 -0.324 -0.107 -0.111
C -2.347 2.045 1.021 0.268 0.267 0.462
O -2.468 1.277 -0.163 -0.001 -0.256 -0.357
C -1.359 1.023 -0.902 0.110 -0.161 -0.267
C -0.130 1.666 -0.756 -0.290 0.132 0.195
C 0.941 1.281 -1.534 0.100 -0.275 -0.309
C 0.818 0.257 -2.469 -0.235 0.124 0.126
C 2.014 -0.160 -3.216 0.615 0.123 -0.027
O 3.131 0.257 -3.012 -0.071 0.002 0.024
O 1.765 -1.069 -4.173 -0.311 -0.322 -0.259
C -0.422 -0.357 -2.645 0.183 0.128 0.041
C -1.495 0.026 -1.876 -0.154 0.161 0.199
H 2.066 2.797 2.547 -0.056 0.127 0.175
H 2.762 2.192 0.966 0.100 0.001 -0.250
H 1.524 0.506 3.198 -0.059 0.086 0.128
H 3.013 -1.112 1.912 0.017 -0.028 -0.054
H 2.712 -0.182 0.433 -0.028 -0.087 0.047
H -0.522 -3.228 1.576 -0.043 0.102 0.161
H -1.131 -2.555 3.116 0.054 0.007 -0.058
H -2.593 -2.480 0.884 0.045 -0.025 -0.089
H -1.571 -1.113 0.487 -0.018 -0.105 -0.052
H -3.663 -0.362 1.470 -0.126 -0.030 0.035
H -3.461 -1.427 2.861 -0.090 0.000 -0.018
H -1.541 -0.104 3.646 -0.021 0.007 0.133
H -3.025 0.839 3.521 0.031 -0.002 0.095
H -1.122 2.136 2.775 0.107 0.031 -0.049
H -0.640 0.892 1.631 0.051 0.122 0.050
H -1.937 3.035 0.785 -0.095 -0.080 -0.024
H -3.376 2.178 1.365 0.093 0.053 -0.036
H 0.005 2.457 -0.034 -0.010 0.032 0.090
H 1.899 1.765 -1.426 0.088 0.036 0.026
H 2.597 -1.317 -4.605 -0.005 0.216 0.232
H -0.526 -1.147 -3.371 -0.038 -0.072 -0.056
H -2.458 -0.447 -1.987 -0.102 -0.068 0.000
```
Forces are in eV/Å.